1.
{
  "formula": "C7H11PS",
  "method": "ωB97M-V/def2-TZVPD",
  "species": ["C", "C", "C", "C", "C", "C", "C", "P", "S", "H", "H", "H", "H", "H", "H", "H", "H", "H", "H", "H"],
  "positions_angstrom": [[-1.571, -0.253, 0.138], [-0.607, -1.101, 0.951], [0.469, -0.602, -1.138], [0.147, 1.513, -0.189], [-0.591, 0.410, -0.925], [0.751, -0.728, 0.385], [0.980, 0.710, 0.713], [4.524, 1.165, 0.033], [4.933, -0.718, -0.091], [-2.323, -0.883, -0.362], [-2.203, 0.457, 0.674], [-0.591, -0.963, 2.105], [-0.880, -2.160, 0.720], [0.034, -1.533, -1.507], [1.169, -0.134, -1.777], [0.979, 2.180, -0.782], [-0.542, 2.385, 0.331], [-1.050, 0.785, -1.817], [1.410, -1.513, 0.726], [1.578, 0.992, 1.675]],
  "forces_ev_per_angstrom": [[-0.60, 0.60, -1.23], [-0.85, -0.76, 1.72], [-1.17, -1.36, 1.19], [0.91, 4.12, 0.73], [-2.06, 1.22, 0.53], [0.72, -0.34, -0.48], [1.94, -0.45, 3.12], [0.12, -1.45, -0.07], [-0.31, 1.40, 0.09], [0.41, 0.05, -0.09], [0.48, 0.29, 0.17], [-0.33, -0.17, -1.97], [0.61, 0.49, 0.48], [0.35, 0.00, -0.40], [1.43, -0.20, -0.50], [-2.18, -1.39, 0.48], [1.50, -2.29, -1.16], [-0.58, 0.04, -0.53], [0.98, 0.32, -0.09], [-1.36, -0.14, -1.99]],
  "lumo_ev": [-1.142, -1.486],
  "gap_ev": [6.119, 6.009],
  "e_above_lowest_kcal_mol": 61.54
}

---

2.
{
  "formula": "C7H12",
  "method": "ωB97M-V/def2-TZVPD",
  "species": ["C", "C", "C", "C", "C", "C", "C", "H", "H", "H", "H", "H", "H", "H", "H", "H", "H", "H", "H"],
  "positions_angstrom": [[-2.320, -0.481, -0.080], [-1.220, 0.586, -0.011], [-0.476, 0.774, -1.315], [0.842, 0.649, -1.179], [1.261, 0.382, 0.248], [2.191, -0.820, 0.416], [-0.092, 0.183, 0.973], [-1.898, -1.430, -0.433], [-2.756, -0.652, 0.912], [-3.135, -0.203, -0.760], [-1.676, 1.542, 0.290], [-0.991, 0.989, -2.250], [1.567, 0.751, -1.984], [1.779, 1.269, 0.641], [1.713, -1.724, 0.020], [2.411, -0.993, 1.476], [3.145, -0.683, -0.106], [-0.140, 0.741, 1.913], [-0.205, -0.879, 1.229]],
  "forces_ev_per_angstrom": [[-0.04, 0.00, -0.02], [-0.04, -0.04, 0.03], [0.20, -0.09, 0.03], [-0.21, 0.03, -0.01], [0.00, 0.03, 0.03], [0.06, -0.06, -0.01], [-0.01, -0.02, 0.06], [-0.07, 0.15, 0.07], [0.07, 0.04, -0.18], [0.15, 0.02, 0.09], [0.07, -0.16, -0.04], [0.09, -0.04, 0.14], [-0.11, -0.02, 0.09], [-0.07, -0.08, -0.05], [0.07, 0.11, 0.04], [-0.02, 0.03, -0.15], [-0.14, 0.01, 0.05], [-0.01, -0.06, -0.11], [0.01, 0.15, -0.04]],
  "lumo_ev": 1.222,
  "gap_ev": 10.343,
  "e_above_lowest_kcal_mol": 2.66
}

---

3.
{
  "formula": "C7H12",
  "method": "ωB97M-V/def2-TZVPD",
  "species": ["C", "C", "C", "C", "C", "C", "C", "H", "H", "H", "H", "H", "H", "H", "H", "H", "H", "H", "H"],
  "positions_angstrom": [[-2.193, 0.396, 0.059], [-1.522, -0.339, -0.824], [-0.071, -0.193, -1.207], [0.613, 1.100, -0.728], [1.038, 0.830, 0.739], [0.814, -0.683, 0.966], [0.732, -1.270, -0.448], [-1.747, 1.257, 0.551], [-3.217, 0.155, 0.332], [-2.021, -1.203, -1.267], [0.024, -0.315, -2.294], [1.503, 1.270, -1.346], [-0.024, 1.983, -0.842], [2.090, 1.095, 0.890], [0.460, 1.433, 1.447], [-0.144, -0.849, 1.469], [1.597, -1.138, 1.580], [1.733, -1.355, -0.890], [0.260, -2.258, -0.482]],
  "forces_ev_per_angstrom": [[0.07, -0.01, -0.14], [-0.10, 0.06, 0.11], [-0.02, 0.02, -0.03], [-0.02, 0.04, -0.04], [0.03, 0.06, 0.07], [0.08, -0.03, 0.03], [0.03, -0.08, 0.01], [-0.06, -0.12, -0.09], [0.12, 0.05, -0.09], [0.04, 0.13, 0.04], [-0.02, 0.00, 0.16], [-0.16, -0.03, 0.08], [0.05, -0.14, 0.05], [-0.15, -0.03, -0.04], [0.08, -0.11, -0.09], [0.17, 0.02, 0.00], [-0.10, 0.04, -0.11], [-0.11, 0.00, 0.06], [0.08, 0.14, 0.02]],
  "lumo_ev": 1.165,
  "gap_ev": 10.756,
  "e_above_lowest_kcal_mol": 7.72
}

---

4.
{
  "formula": "C7H12",
  "method": "ωB97M-V/def2-TZVPD",
  "species": ["C", "C", "C", "C", "C", "H", "H", "H", "H", "H", "H", "H", "H", "H", "H", "C", "C", "H", "H"],
  "positions_angstrom": [[-1.456, 1.014, -0.224], [-1.716, -0.529, -0.622], [-0.491, -1.210, -0.004], [0.112, -0.286, 1.035], [-0.069, 1.083, 0.442], [-1.587, 1.659, -1.130], [-2.185, 1.300, 0.460], [-1.740, -0.579, -1.725], [-2.613, -0.951, -0.254], [0.322, -1.496, -0.785], [-0.723, -2.213, 0.351], [1.138, -0.399, 1.200], [-0.416, -0.334, 1.971], [0.750, 1.156, -0.339], [0.073, 1.920, 1.160], [2.624, 0.576, -0.506], [2.442, -0.604, -0.181], [3.026, 1.454, -1.004], [2.509, -1.563, 0.156]],
  "forces_ev_per_angstrom": [[0.33, -0.81, -1.95], [2.09, 2.05, -0.61], [1.49, -1.85, -1.54], [-1.69, 0.60, -0.05], [0.21, 0.56, -1.18], [0.28, -0.41, 0.79], [-1.38, 0.63, 1.27], [0.06, -0.28, 0.49], [-1.03, -0.09, 0.52], [-1.39, 0.96, 0.90], [-0.24, 0.02, 0.50], [1.05, -0.66, 0.77], [-0.29, -0.24, 0.59], [-1.32, 0.38, 0.78], [-0.26, -0.50, -0.44], [0.84, -3.45, -0.05], [2.06, 5.50, -1.95], [-0.64, -0.40, 0.52], [-0.17, -2.00, 0.64]],
  "lumo_ev": 1.195,
  "gap_ev": 10.934,
  "e_above_lowest_kcal_mol": 78.88
}

---

5.
{
  "formula": "C7H12",
  "method": "ωB97M-V/def2-TZVPD",
  "species": ["C", "C", "C", "C", "C", "C", "C", "H", "H", "H", "H", "H", "H", "H", "H", "H", "H", "H", "H"],
  "positions_angstrom": [[3.396, -0.770, 0.917], [2.264, -1.037, -0.040], [1.425, -0.136, -0.483], [0.538, 0.740, -0.881], [-0.761, 0.990, -0.144], [-1.861, 0.017, -0.579], [-3.166, 0.230, 0.182], [3.554, 0.301, 1.062], [4.326, -1.214, 0.549], [3.182, -1.216, 1.896], [2.124, -2.071, -0.356], [0.702, 1.283, -1.811], [-0.598, 0.890, 0.936], [-1.094, 2.021, -0.319], [-1.490, -1.002, -0.416], [-2.033, 0.116, -1.659], [-3.012, 0.110, 1.261], [-3.566, 1.237, 0.013], [-3.931, -0.489, -0.128]],
  "forces_ev_per_angstrom": [[0.07, 0.07, 0.06], [-0.18, 0.10, -0.03], [-0.02, -0.05, 0.03], [0.14, -0.08, 0.03], [-0.03, 0.05, 0.06], [0.01, -0.06, -0.04], [-0.06, 0.01, 0.04], [-0.04, -0.13, -0.04], [-0.10, 0.07, 0.05], [0.05, 0.02, -0.14], [-0.01, 0.16, -0.01], [0.03, -0.10, 0.09], [-0.02, -0.02, -0.15], [0.07, -0.13, 0.02], [-0.09, 0.10, -0.03], [0.03, 0.00, 0.14], [-0.03, 0.02, -0.14], [0.07, -0.13, 0.02], [0.10, 0.10, 0.04]],
  "lumo_ev": 1.094,
  "gap_ev": 10.344,
  "e_above_lowest_kcal_mol": 30.89
}

---

6.
{
  "formula": "C7H12",
  "method": "ωB97M-V/def2-TZVPD",
  "species": ["C", "C", "C", "C", "C", "C", "C", "H", "H", "H", "H", "H", "H", "H", "H", "H", "H", "H", "H"],
  "positions_angstrom": [[0.571, 0.849, 1.651], [1.047, 0.966, 0.221], [1.121, -0.175, -0.750], [0.472, -1.482, -0.330], [-1.048, -1.190, -0.185], [-1.322, 0.260, -0.657], [-0.001, 0.954, -0.815], [1.375, 0.604, 2.345], [0.167, 1.833, 1.924], [-0.241, 0.130, 1.791], [1.818, 1.721, 0.107], [1.196, 0.060, -1.798], [0.661, -2.272, -1.066], [0.883, -1.873, 0.616], [-1.622, -1.910, -0.773], [-1.369, -1.303, 0.854], [-1.948, 0.815, 0.043], [-1.834, 0.252, -1.628], [0.073, 1.763, -1.551]],
  "forces_ev_per_angstrom": [[0.12, -0.09, 0.14], [-0.02, 0.43, 0.13], [-1.19, 0.40, -0.36], [-0.15, 0.13, -0.12], [-0.27, -0.09, 0.11], [-0.28, 0.06, 0.25], [-0.40, 0.20, 0.27], [0.01, -0.04, 0.03], [0.12, -0.20, 0.08], [0.24, 0.07, -0.06], [-0.10, 0.13, -0.01], [2.35, -0.81, -0.37], [-0.08, 0.25, 0.02], [-0.03, 0.34, -0.29], [-0.08, 0.10, 0.09], [0.01, -0.12, -0.09], [-0.37, -0.19, 0.07], [0.10, 0.08, 0.22], [0.01, -0.67, -0.10]],
  "lumo_ev": 1.091,
  "gap_ev": 9.487,
  "e_above_lowest_kcal_mol": 42.08
}

---

Q: What is the formula in the sixth record?
A: C7H12